a) ORCA calculation (wB97M-V/def2-TZVPD) on a 13-piece molecular cluster, C52H143N13O13 overall.

Results
Orbital gap: 8.81 eV

Geometry as XYZ:
```
221
C52H143N13O13 (wB97M-V/def2-TZVPD)
C 13.976 9.232 25.127
C 14.320 10.379 24.144
C 14.118 10.067 22.679
O 14.666 8.872 22.226
C 16.073 8.984 21.918
N 13.483 11.480 24.477
H 14.851 8.595 25.257
H 13.178 8.637 24.684
H 13.562 9.547 26.085
H 15.358 10.688 24.268
H 14.503 10.834 22.007
H 13.061 9.958 22.439
H 16.420 8.029 21.521
H 16.665 9.236 22.797
H 16.209 9.778 21.184
H 13.675 11.771 25.424
H 12.525 11.161 24.455
C 18.878 15.029 10.871
C 18.208 14.828 12.248
C 18.967 13.924 13.259
O 18.171 13.737 14.387
C 18.866 13.045 15.472
N 18.050 16.170 12.788
H 18.237 15.224 10.012
H 19.382 14.087 10.657
H 19.633 15.814 10.928
H 17.296 14.249 12.101
H 19.905 14.382 13.576
H 19.318 13.028 12.748
H 18.282 12.936 16.385
H 19.680 13.648 15.876
H 19.279 12.105 15.106
H 18.909 16.443 13.245
H 17.350 15.988 13.493
C 16.594 18.980 26.614
C 17.852 18.835 25.741
C 17.547 17.991 24.481
O 18.757 17.728 23.788
C 18.686 16.704 22.813
N 18.417 20.136 25.479
H 16.868 19.299 27.620
H 16.057 18.042 26.753
H 15.826 19.646 26.220
H 18.574 18.176 26.225
H 17.018 18.488 23.668
H 17.134 17.053 24.854
H 19.579 16.604 22.197
H 17.898 16.967 22.107
H 18.357 15.804 23.333
H 18.710 20.092 24.514
H 17.833 20.948 25.339
C 13.966 11.342 28.388
C 13.377 12.575 29.069
C 13.711 13.770 28.079
O 15.074 14.097 28.150
C 15.313 15.262 27.415
N 11.930 12.357 29.243
H 15.054 11.412 28.370
H 13.720 11.118 27.350
H 13.649 10.516 29.024
H 13.843 12.760 30.037
H 13.021 14.602 28.227
H 13.615 13.434 27.047
H 14.802 16.139 27.812
H 15.031 15.165 26.367
H 16.380 15.485 27.424
H 11.527 13.252 29.480
H 11.434 11.992 28.442
C 14.201 16.449 16.185
C 14.736 15.230 15.393
C 14.371 15.314 13.879
O 14.452 14.120 13.073
C 14.261 14.404 11.731
N 16.176 15.171 15.723
H 14.618 17.388 15.822
H 14.489 16.327 17.229
H 13.114 16.480 16.111
H 14.422 14.339 15.937
H 15.185 15.982 13.597
H 13.383 15.738 13.699
H 14.303 13.456 11.195
H 15.118 15.002 11.420
H 13.341 14.941 11.496
H 16.602 14.456 15.151
H 16.285 14.845 16.673
C 14.560 18.492 20.623
C 13.053 18.304 20.989
C 12.259 17.707 19.767
O 11.134 16.870 20.114
C 10.387 16.361 19.023
N 13.035 17.442 22.101
H 14.770 19.205 19.825
H 15.016 17.560 20.289
H 15.147 18.677 21.522
H 12.622 19.249 21.320
H 12.871 16.938 19.297
H 12.064 18.477 19.021
H 10.873 15.717 18.290
H 9.936 17.162 18.438
H 9.550 15.809 19.450
H 12.074 17.134 22.154
H 13.565 16.608 21.896
C 10.678 17.213 24.733
C 11.578 16.032 25.201
C 11.550 14.968 24.193
O 10.311 14.316 23.994
C 10.409 13.329 22.968
N 12.862 16.636 25.413
H 10.551 17.930 25.543
H 9.672 16.919 24.436
H 11.089 17.723 23.862
H 11.288 15.603 26.160
H 12.253 14.202 24.521
H 11.952 15.395 23.275
H 10.176 13.791 22.009
H 9.583 12.627 23.086
H 11.414 12.929 22.830
H 12.723 17.499 25.919
H 13.213 16.963 24.525
C 8.344 14.185 17.039
C 9.187 14.544 15.787
C 10.118 13.471 15.215
O 11.114 13.153 16.126
C 12.121 12.339 15.549
N 8.319 14.969 14.740
H 8.965 13.644 17.754
H 7.497 13.551 16.776
H 7.990 15.042 17.611
H 9.807 15.413 16.006
H 10.519 13.842 14.271
H 9.554 12.578 14.946
H 11.819 11.312 15.344
H 12.898 12.245 16.308
H 12.712 12.798 14.756
H 7.592 15.516 15.178
H 7.754 14.236 14.336
C 13.866 13.242 19.193
C 15.288 13.809 19.456
C 15.767 14.005 20.864
O 14.983 14.970 21.534
C 15.034 14.781 22.948
N 16.289 13.362 18.514
H 13.822 12.203 19.522
H 13.538 13.376 18.162
H 13.178 13.742 19.875
H 15.238 14.804 19.012
H 16.750 14.453 20.716
H 16.010 13.101 21.421
H 14.730 15.687 23.473
H 16.036 14.593 23.333
H 14.397 13.972 23.306
H 16.135 12.426 18.169
H 17.236 13.204 18.826
C 8.395 8.363 21.686
C 9.879 8.172 21.423
C 10.599 9.408 20.711
O 9.875 9.709 19.492
C 10.455 10.666 18.673
N 10.444 7.829 22.702
H 7.952 8.764 20.774
H 8.115 8.964 22.551
H 7.912 7.392 21.794
H 10.056 7.296 20.798
H 11.598 9.130 20.376
H 10.577 10.251 21.402
H 10.109 10.491 17.654
H 11.541 10.722 18.734
H 10.049 11.649 18.913
H 10.008 6.983 23.040
H 11.443 7.689 22.639
C 16.878 9.278 17.827
C 18.261 9.536 17.261
C 19.464 8.915 18.039
O 19.355 9.145 19.436
C 20.447 8.702 20.195
N 18.194 9.123 15.884
H 16.953 9.735 18.814
H 16.671 8.211 17.900
H 16.122 9.864 17.305
H 18.395 10.618 17.275
H 20.425 9.186 17.601
H 19.448 7.828 17.955
H 20.495 7.621 20.067
H 20.206 8.966 21.225
H 21.389 9.136 19.859
H 17.944 8.145 15.917
H 17.389 9.546 15.443
C 18.009 17.269 18.030
C 18.654 17.684 16.680
C 19.512 16.582 16.039
O 20.071 16.763 14.712
C 21.119 17.684 14.517
N 17.523 17.992 15.805
H 17.579 16.271 17.944
H 17.456 18.091 18.484
H 18.819 17.000 18.709
H 19.283 18.565 16.809
H 18.831 15.763 15.809
H 20.357 16.145 16.573
H 20.997 18.245 13.590
H 22.115 17.252 14.607
H 21.116 18.395 15.343
H 16.918 17.184 15.776
H 17.936 17.952 14.885
C 20.075 14.369 18.992
C 20.382 12.797 19.010
C 21.432 12.512 20.084
O 20.835 12.913 21.314
C 21.867 13.070 22.343
N 19.188 12.144 19.353
H 19.665 14.757 19.924
H 19.285 14.525 18.257
H 21.002 14.836 18.660
H 20.715 12.523 18.009
H 22.316 13.018 19.695
H 21.735 11.465 20.107
H 22.326 12.114 22.594
H 21.389 13.384 23.272
H 22.492 13.909 22.036
H 19.182 12.560 20.273
H 19.434 11.177 19.511
```

---

b) ORCA calculation (wB97M-V/def2-TZVPD) on a 13-piece molecular cluster, C52H143N13O13 overall.

Results
Orbital gap: 8.86 eV

Geometry as XYZ:
```
221
C52H143N13O13 (wB97M-V/def2-TZVPD)
C 4.566 -1.289 2.240
C 5.820 -0.990 3.066
C 6.228 0.434 2.923
O 6.172 0.902 1.619
C 6.849 2.135 1.524
N 5.745 -1.280 4.524
H 4.294 -2.240 2.498
H 4.736 -1.097 1.165
H 3.709 -0.658 2.459
H 6.590 -1.663 2.745
H 7.266 0.508 3.235
H 5.512 1.010 3.574
H 6.876 2.290 0.451
H 7.783 2.158 2.025
H 6.256 2.931 1.985
H 5.313 -2.153 4.745
H 5.325 -0.487 5.005
C 1.504 -5.338 5.103
C 2.735 -4.539 5.468
C 4.009 -5.223 4.909
O 5.162 -4.516 5.290
C 6.277 -4.558 4.406
N 2.674 -3.174 4.947
H 1.517 -5.655 4.033
H 0.597 -4.821 5.243
H 1.544 -6.247 5.746
H 2.867 -4.567 6.595
H 3.857 -5.293 3.799
H 4.088 -6.294 5.279
H 5.962 -4.024 3.447
H 6.566 -5.591 4.207
H 7.145 -4.111 4.852
H 3.518 -2.733 5.198
H 2.454 -3.161 3.990
C -4.403 3.115 4.831
C -3.259 2.536 5.532
C -2.028 2.753 4.605
O -1.789 4.089 4.395
C -0.653 4.296 3.592
N -3.191 3.139 6.825
H -5.287 3.054 5.492
H -4.542 2.561 3.930
H -4.216 4.106 4.576
H -3.343 1.495 5.744
H -2.223 2.233 3.618
H -1.063 2.319 4.877
H 0.208 3.739 4.037
H -0.285 5.361 3.743
H -0.829 4.099 2.556
H -2.983 4.133 6.793
H -2.616 2.566 7.429
C -2.828 -3.927 -4.772
C -2.895 -4.853 -3.533
C -2.446 -4.289 -2.228
O -2.938 -3.024 -1.884
C -2.120 -2.498 -0.829
N -4.277 -5.324 -3.398
H -3.653 -3.286 -4.895
H -2.856 -4.555 -5.660
H -1.954 -3.286 -4.790
H -2.250 -5.767 -3.594
H -1.349 -4.147 -2.214
H -2.721 -5.055 -1.538
H -1.095 -2.277 -1.147
H -2.065 -3.223 -0.052
H -2.622 -1.695 -0.413
H -4.938 -4.569 -3.597
H -4.407 -5.628 -2.429
C -6.452 -0.255 -2.217
C -6.280 -1.206 -3.452
C -5.225 -0.660 -4.366
O -5.763 0.447 -4.997
C -4.718 1.334 -5.435
N -5.895 -2.545 -2.978
H -6.587 0.864 -2.418
H -5.589 -0.444 -1.625
H -7.427 -0.519 -1.679
H -7.156 -1.435 -4.066
H -4.763 -1.381 -5.059
H -4.396 -0.397 -3.692
H -4.092 0.748 -6.061
H -4.192 1.716 -4.508
H -5.177 2.051 -6.033
H -4.964 -2.627 -2.629
H -6.473 -2.947 -2.269
C 1.897 -5.138 0.141
C 0.935 -4.294 0.909
C 0.055 -4.982 1.879
O -1.047 -5.458 1.149
C -1.992 -6.107 1.931
N 1.689 -3.215 1.595
H 2.644 -4.648 -0.508
H 1.394 -5.911 -0.359
H 2.484 -5.716 0.912
H 0.259 -3.908 0.159
H -0.142 -4.377 2.724
H 0.628 -5.762 2.294
H -3.034 -6.032 1.495
H -2.048 -5.686 2.961
H -1.713 -7.200 1.959
H 0.978 -2.480 1.840
H 2.446 -2.870 0.975
C -0.781 -1.958 4.750
C -0.693 -0.720 3.916
C 0.683 -0.024 3.884
O 0.956 0.535 5.170
C 2.263 1.087 5.320
N -0.945 -1.233 2.613
H -0.604 -1.801 5.815
H 0.016 -2.657 4.378
H -1.772 -2.482 4.592
H -1.386 0.012 4.111
H 0.758 0.783 3.174
H 1.411 -0.826 3.637
H 2.485 2.006 4.764
H 3.091 0.381 5.119
H 2.377 1.307 6.393
H -1.901 -1.655 2.557
H -0.896 -0.434 1.970
C 4.901 0.105 -5.460
C 4.708 0.369 -4.032
C 5.797 1.275 -3.455
O 7.079 0.769 -3.694
C 8.054 1.658 -3.190
N 3.343 0.978 -3.811
H 5.130 1.040 -6.044
H 3.910 -0.178 -5.903
H 5.748 -0.551 -5.569
H 4.739 -0.625 -3.466
H 5.668 1.213 -2.345
H 5.681 2.320 -3.790
H 7.969 1.569 -2.070
H 7.813 2.707 -3.352
H 9.043 1.381 -3.585
H 3.228 1.073 -2.823
H 2.502 0.436 -4.190
C 1.366 -0.353 -0.719
C 1.152 1.081 -1.168
C -0.031 1.645 -0.321
O -1.275 0.924 -0.357
C -1.943 0.916 -1.629
N 2.326 1.972 -1.133
H 0.537 -0.913 -1.033
H 1.381 -0.359 0.388
H 2.233 -0.844 -1.127
H 0.960 1.068 -2.285
H -0.141 2.776 -0.441
H 0.268 1.438 0.718
H -1.667 -0.023 -2.084
H -1.571 1.788 -2.203
H -3.010 1.100 -1.467
H 2.182 2.797 -1.753
H 2.775 2.135 -0.243
C -2.982 3.554 1.144
C -4.191 3.757 0.211
C -3.809 4.781 -0.856
O -3.335 5.997 -0.239
C -2.867 6.933 -1.201
N -4.509 2.468 -0.405
H -3.186 2.668 1.770
H -2.798 4.323 1.830
H -2.051 3.287 0.558
H -5.104 4.250 0.676
H -4.593 5.128 -1.587
H -2.951 4.268 -1.387
H -2.169 6.480 -1.928
H -2.299 7.702 -0.683
H -3.631 7.376 -1.858
H -4.475 1.740 0.288
H -5.467 2.417 -0.678
C 1.126 2.787 -5.590
C -0.051 1.870 -6.019
C -0.288 0.835 -4.947
O 0.792 -0.063 -4.894
C 0.547 -1.359 -4.537
N -1.309 2.490 -6.304
H 2.018 2.202 -5.486
H 0.950 3.430 -4.782
H 1.341 3.498 -6.388
H 0.213 1.388 -6.912
H -1.255 0.281 -5.069
H -0.469 1.459 -3.993
H 1.564 -1.850 -4.354
H 0.056 -1.915 -5.340
H -0.046 -1.467 -3.589
H -1.273 3.148 -7.121
H -1.544 3.151 -5.520
C -4.803 -4.280 0.866
C -5.889 -3.242 1.194
C -5.197 -1.853 1.121
O -4.294 -1.594 2.203
C -4.870 -1.116 3.398
N -7.041 -3.255 0.280
H -3.926 -4.017 1.483
H -4.411 -4.052 -0.153
H -5.067 -5.331 1.024
H -6.179 -3.388 2.189
H -5.945 -1.012 1.115
H -4.649 -1.864 0.156
H -5.494 -1.888 3.893
H -5.418 -0.202 3.292
H -3.995 -0.904 4.055
H -7.865 -2.775 0.654
H -7.508 -4.147 0.354
C 5.088 5.376 -3.530
C 3.957 5.011 -2.597
C 3.656 6.219 -1.691
O 3.148 7.264 -2.499
C 2.850 8.416 -1.751
N 2.721 4.654 -3.262
H 4.844 6.208 -4.241
H 5.375 4.484 -4.185
H 5.903 5.582 -2.907
H 4.160 4.215 -1.911
H 4.543 6.512 -1.189
H 2.925 5.876 -0.974
H 2.183 8.997 -2.345
H 3.711 9.009 -1.445
H 2.367 8.173 -0.816
H 2.883 3.720 -3.638
H 2.482 5.364 -3.950
```

---

Most stable to least stable, the ends of the list are b) and a).

---

a) ORCA calculation (wB97M-V/def2-TZVPD) on one molecule with the formula C5H3N.

Results
Orbital gap: 9.83 eV
SMILES: C1=N[C@H]2C3=C2[C@H]13

Geometry as XYZ:
```
9
C5H3N (wB97M-V/def2-TZVPD)
C -0.701 -0.460 0.362
N 0.213 -1.411 0.308
C 1.338 -0.772 -0.099
C 1.275 0.677 -0.009
C 0.524 0.291 -1.173
C -0.165 0.845 0.182
H -1.708 -0.682 0.172
H 2.212 -1.335 -0.366
H -0.690 1.780 0.188
```

---

b) ORCA calculation (wB97M-V/def2-TZVPD) on C5H3N as an isolated structure.

Results
Orbital gap (alpha / beta): 8.63 / 8.63 eV

Geometry as XYZ:
```
9
C5H3N (wB97M-V/def2-TZVPD)
C 0.588 -0.962 0.117
C 1.651 -1.660 -0.337
C 2.634 -0.979 0.173
C 0.376 0.478 -0.093
C 1.601 1.104 -0.104
N 2.718 0.916 0.075
H -0.047 -1.469 0.838
H -0.038 0.751 -0.977
H -0.325 0.925 0.641
```

---

Most stable to least stable, the ends of the list are a) and b).

---

a) ORCA calculation (wB97M-V/def2-TZVPD) on one molecule with the formula C5H3N.

Results
Orbital gap: 9.38 eV

Geometry as XYZ:
```
9
C5H3N (wB97M-V/def2-TZVPD)
C 0.658 1.304 -0.009
C -0.150 -0.679 -1.322
C -0.593 1.288 -0.616
C 1.675 0.164 -0.108
C 0.008 -0.166 0.127
N 1.084 -0.845 -0.790
H 0.940 2.004 0.762
H -0.823 -1.474 -1.583
H -0.329 -0.630 1.039
```

---

b) ORCA calculation (wB97M-V/def2-TZVPD) on C5H3N as an isolated structure.

Results
Orbital gap (alpha / beta): 8.31 / 8.31 eV

Geometry as XYZ:
```
9
C5H3N (wB97M-V/def2-TZVPD)
C 0.940 0.016 0.024
C 0.170 -1.140 -0.026
C -1.138 0.928 -0.054
C 0.187 1.202 -0.071
C -1.187 -1.053 -0.052
N -2.130 0.162 0.039
H 2.008 -0.206 0.249
H 0.713 -2.191 -0.110
H 0.437 2.281 0.002
```

---

c) ORCA calculation (wB97M-V/def2-TZVPD) on C5H3N as an isolated structure.

Results
Orbital gap: 8.42 eV

Geometry as XYZ:
```
9
C5H3N (wB97M-V/def2-TZVPD)
C 0.719 2.153 1.568
C 0.450 1.166 0.961
C 0.362 -1.003 -0.979
C -0.907 -1.417 -1.058
C -0.187 -0.001 0.089
N -1.387 -0.446 0.012
H 0.995 2.842 2.311
H 1.402 -1.260 -1.257
H -1.449 -2.034 -1.647
```

---

d) ORCA calculation (wB97M-V/def2-TZVPD) on one molecule with the formula C5H3N.

Results
Orbital gap: 9.90 eV

Geometry as XYZ:
```
9
C5H3N (wB97M-V/def2-TZVPD)
C -0.542 -2.138 -0.026
C 0.151 -1.089 0.032
C -2.329 1.047 0.289
C 1.005 0.074 0.436
C -0.064 0.324 -0.545
N -1.265 0.838 -0.136
H 0.867 0.413 1.456
H 2.029 0.063 0.092
H 0.148 0.467 -1.598
```

---

Most stable to least stable, the ends of the list are b) and a).